Record 1
# H3NO

The molecule H3NO in a non-equilibrium geometry (the ωB97M-V functional and the def2-TZVPD basis, the Open Molecules 2025 dataset).

E_HOMO	-9.118	eV
energy above the lowest of the compared OMol25 structures with the same formula, charge and spin	14.9	kcal per mole
Kohn-Sham gap	9.9294	eV
net charge	0
max |F|	5.388	eV/A

Last column: Löwdin charge in e.
CARTESIAN COORDINATES (ANGSTROEM)
H (0.278, -0.657, -1.174)  0.15
H (-0.519, -0.669, 0.659)  0.09
H (0.544, 0.700, 0.860)  0.04
N (-0.261, 0.317, 0.501)  -0.08
O (-0.042, 0.310, -0.846)  -0.20

Record 2
# C5H28N2O9

A cluster of 9 separate species, C5H28N2O9 in total in a non-equilibrium geometry (the ωB97M-V functional and the def2-TZVPD basis, the Open Molecules 2025 dataset).

E_HOMO	-8.911	eV
energy above the lowest of the compared OMol25 structures with the same formula, charge and spin	134.3	kcal per mole
Kohn-Sham gap	8.9575	eV
net charge	0
max |F|	4.264	eV/A

Last column: Löwdin charge in e.
CARTESIAN COORDINATES (ANGSTROEM)
C (0.963, 1.235, 1.110)  -0.17
N (0.894, 0.019, 1.990)  -0.10
C (2.100, -0.506, 2.682)  -0.17
C (2.889, -1.552, 1.849)  -0.20
O (2.658, -1.700, 0.646)  0.01
C (-0.384, 1.912, 0.686)  -0.20
N (-1.067, 0.978, -0.207)  -0.10
C (-2.630, 0.963, -0.199)  -0.04
H (1.702, 1.852, 1.548)  0.09
H (1.474, 0.776, 0.198)  0.11
H (0.307, -0.684, 1.566)  0.08
H (1.694, -1.067, 3.584)  0.12
H (2.551, 0.444, 3.193)  0.15
H (3.736, -2.180, 2.346)  0.14
H (-0.938, 1.996, 1.566)  0.07
H (-0.286, 2.937, 0.214)  0.10
H (-0.744, 0.095, 0.045)  0.02
H (-3.071, 0.362, 0.550)  0.05
H (-3.081, 1.902, 0.068)  0.07
H (-2.810, 0.650, -1.259)  0.07
H (-0.174, 1.533, -2.172)  -0.01
H (1.135, 1.272, -3.050)  0.11
O (0.570, 1.953, -2.539)  -0.05
H (0.001, 0.900, 4.091)  0.01
H (-0.755, 2.139, 4.076)  -0.01
O (-0.875, 1.257, 4.286)  -0.03
H (-0.848, -3.012, -3.702)  0.03
H (0.604, -3.324, -3.011)  0.09
O (-0.340, -2.992, -2.915)  -0.08
H (1.631, 4.538, -1.278)  0.01
H (0.881, 3.161, -1.603)  0.03
O (0.910, 4.012, -0.968)  -0.14
H (-1.716, -1.522, 2.607)  0.02
H (-1.604, -2.193, 1.309)  -0.08
O (-1.936, -2.326, 2.149)  -0.03
H (-1.233, -0.462, -3.050)  0.04
H (-2.377, -1.369, -2.904)  0.02
O (-2.030, -0.752, -3.563)  -0.07
H (-1.985, -2.906, -0.983)  0.09
H (-0.559, -2.645, -1.108)  0.05
O (-1.313, -2.312, -0.529)  -0.10
H (2.522, -0.795, -2.992)  0.07
H (1.676, -1.139, -1.706)  0.03
O (1.858, -1.447, -2.623)  -0.09

Record 3
# C5H9NO6

The molecule C5H9NO6 in a non-equilibrium geometry (the ωB97M-V functional and the def2-TZVPD basis, the Open Molecules 2025 dataset).

E_HOMO	-9.745	eV
energy above the lowest of the compared OMol25 structures with the same formula, charge and spin	39.7	kcal per mole
Kohn-Sham gap	10.1061	eV
net charge	0
max |F|	4.280	eV/A

Last column: Löwdin charge in e.
CARTESIAN COORDINATES (ANGSTROEM)
C (0.363, 1.847, -0.229)  -0.14
C (-0.928, 1.266, -0.397)  -0.10
C (-0.914, -0.262, -0.686)  -0.27
C (-0.350, -1.152, 0.514)  -0.47
C (1.193, -1.027, 0.731)  -0.46
N (1.157, 1.440, 0.673)  -0.01
O (2.381, 2.057, 0.785)  -0.01
O (-0.470, -0.749, -1.890)  0.05
O (-0.925, -0.927, 1.716)  0.10
O (-0.525, -2.507, 0.055)  0.05
O (1.892, -1.068, -0.435)  0.08
O (1.681, -0.999, 1.838)  0.10
H (0.833, 2.504, -0.981)  0.14
H (-1.725, 1.416, 0.344)  0.14
H (-1.288, 1.705, -1.295)  0.11
H (-1.936, -0.594, -0.569)  0.15
H (0.323, -0.381, -2.125)  0.06
H (-0.797, -1.666, 2.321)  0.13
H (-0.215, -2.465, -0.842)  0.08
H (2.858, -0.778, -0.415)  0.17
H (2.873, 1.521, 1.410)  0.09

Record 4
# C3H3P3

The molecule C3H3P3 in a non-equilibrium geometry (the ωB97M-V functional and the def2-TZVPD basis, the Open Molecules 2025 dataset).

E_HOMO (spin up / spin down)	-8.486 / -8.819	eV
energy above the lowest of the compared OMol25 structures with the same formula, charge and spin	103.3	kcal per mole
Kohn-Sham gap (spin up / spin down)	6.6329 / 6.7184	eV
net charge	0
max |F|	2.560	eV/A

Last column: Löwdin charge in e.
CARTESIAN COORDINATES (ANGSTROEM)
C (-0.064, -0.159, -0.405)  -0.64
C (1.296, -0.210, -0.068)  -0.72
C (0.637, -1.343, -0.652)  0.01
P (-1.441, 0.995, -0.398)  0.51
P (2.694, 0.466, 0.628)  0.84
P (-2.601, -0.338, 0.808)  0.47
H (-1.974, 0.525, -1.609)  -0.11
H (3.550, -0.164, -0.294)  -0.14
H (-2.096, 0.228, 1.990)  -0.22

Record 5
# C4H9N2

The ion C4H9N2 with charge +1 in a non-equilibrium geometry (the ωB97M-V functional and the def2-TZVPD basis, the Open Molecules 2025 dataset).

E_HOMO (spin up / spin down)	-13.336 / -13.782	eV
energy above the lowest of the compared OMol25 structures with the same formula, charge and spin	137.0	kcal per mole
Kohn-Sham gap (spin up / spin down)	8.1273 / 9.3822	eV
net charge	+1
max |F|	5.113	eV/A

Last column: Löwdin charge in e.
CARTESIAN COORDINATES (ANGSTROEM)
C (0.918, -1.269, 0.022)  0.06
C (-0.614, -1.434, 0.065)  -0.26
C (-1.154, 0.975, -0.085)  -0.17
C (0.378, 1.234, 0.221)  -0.12
N (-1.604, -0.446, -0.113)  0.06
N (1.248, 0.148, -0.216)  0.02
H (1.648, -1.961, 0.319)  0.10
H (-1.022, -2.221, -0.746)  0.19
H (-0.920, -2.173, 0.850)  0.15
H (-1.516, 1.531, -0.907)  0.09
H (-1.876, 1.515, 0.716)  0.18
H (0.741, 2.230, -0.271)  0.17
H (0.381, 1.361, 1.312)  0.13
H (2.201, 0.197, 0.110)  0.18
H (1.190, 0.312, -1.278)  0.23

Record 6
# C3H13NO4

A cluster of 4 separate species, C3H13NO4 in total in a non-equilibrium geometry (the ωB97M-V functional and the def2-TZVPD basis, the Open Molecules 2025 dataset).

E_HOMO	-9.223	eV
energy above the lowest of the compared OMol25 structures with the same formula, charge and spin	48.9	kcal per mole
Kohn-Sham gap	9.7606	eV
net charge	0
max |F|	2.024	eV/A

Last column: Löwdin charge in e.
CARTESIAN COORDINATES (ANGSTROEM)
O (1.458, -3.320, 0.291)  0.05
C (1.531, -2.123, 0.464)  -0.22
C (2.008, -1.605, 1.793)  -0.45
C (1.152, -0.487, 2.418)  -0.06
N (2.392, -2.642, 2.709)  0.05
H (1.319, -1.420, -0.350)  0.12
H (2.936, -1.082, 1.454)  0.14
H (1.200, 0.447, 1.854)  0.07
H (1.416, -0.234, 3.442)  0.07
H (0.130, -0.871, 2.353)  0.08
H (1.907, -3.520, 2.632)  0.07
H (2.437, -2.283, 3.646)  0.07
H (2.169, 0.411, -3.512)  0.00
H (2.514, 1.652, -4.367)  0.04
O (2.153, 1.344, -3.525)  -0.05
H (-4.606, 4.382, 0.611)  0.03
H (-3.095, 4.337, 0.293)  0.05
O (-3.966, 3.997, 0.011)  -0.06
H (-5.434, 1.725, -3.014)  0.04
H (-4.344, 2.543, -2.327)  0.02
O (-5.096, 2.643, -2.934)  -0.08

Record 7
# C55H37I4N9S2V

A structure of composition C55H37I4N9S2V in a non-equilibrium geometry (the ωB97M-V functional and the def2-TZVPD basis, the Open Molecules 2025 dataset).

multiplicity	2
E_HOMO (spin up / spin down)	-5.879 / -5.816	eV
energy above the lowest of the compared OMol25 structures with the same formula, charge and spin	65.1	kcal per mole
Kohn-Sham gap (spin up / spin down)	5.3609 / 5.2194	eV
net charge	0
<S²>	0.84
max |F|	2.100	eV/A

Last column: Löwdin charge in e.
CARTESIAN COORDINATES (ANGSTROEM)
V (-1.209, 0.790, 0.041)  0.95
I (-6.173, -3.612, -6.893)  0.84
C (-5.088, -2.519, -5.471)  -0.74
C (-5.712, -1.510, -4.759)  -0.15
C (-4.991, -0.806, -3.799)  -0.03
C (-3.657, -1.095, -3.547)  -0.20
C (-3.049, -2.115, -4.287)  -0.02
C (-3.752, -2.826, -5.248)  -0.14
C (-2.866, -0.436, -2.465)  -0.08
C (-2.851, -1.082, -1.171)  -0.19
C (-3.531, -2.259, -0.777)  -0.02
C (-2.762, -2.882, 0.195)  0.00
C (-1.625, -2.071, 0.439)  -0.22
C (-0.351, -2.484, 0.925)  -0.06
C (-0.410, -3.899, 1.434)  -0.24
C (-0.835, -4.151, 2.732)  -0.01
C (-1.050, -5.452, 3.173)  -0.14
C (-0.830, -6.505, 2.301)  -0.74
I (-1.226, -8.467, 2.929)  0.84
C (-0.378, -6.280, 1.009)  -0.14
C (-0.173, -4.975, 0.583)  -0.03
C (0.926, -1.920, 0.861)  -0.13
N (1.470, -0.608, 0.654)  0.07
C (2.823, -0.631, 1.007)  -0.14
C (3.542, 0.510, 1.368)  -0.07
C (4.962, 0.515, 1.721)  -0.16
C (5.456, 1.388, 2.698)  -0.01
C (6.801, 1.406, 3.042)  -0.15
C (7.679, 0.546, 2.406)  -0.74
I (9.708, 0.550, 2.930)  0.83
C (7.227, -0.316, 1.416)  -0.15
C (5.884, -0.319, 1.075)  -0.04
C (2.685, 1.617, 1.611)  -0.19
C (2.381, 2.558, 2.557)  0.03
C (0.978, 2.564, 2.014)  -0.22
C (0.904, 0.666, 0.095)  -0.21
N (1.489, 1.761, 0.881)  0.05
C (1.338, 0.861, -1.407)  -0.05
C (0.321, 0.958, -2.286)  -0.24
C (0.197, 0.955, -3.747)  0.02
C (-1.076, 0.605, -4.042)  0.02
C (-1.782, 0.361, -2.775)  -0.22
N (-0.964, 0.771, -1.777)  -0.08
C (2.728, 0.840, -1.945)  -0.18
C (3.622, 1.897, -1.767)  -0.02
C (4.894, 1.864, -2.320)  -0.15
C (5.281, 0.760, -3.066)  -0.74
I (7.210, 0.691, -3.880)  0.84
C (4.414, -0.301, -3.268)  -0.15
C (3.141, -0.250, -2.710)  -0.03
C (3.188, -1.993, 1.277)  0.01
C (2.058, -2.730, 1.238)  0.01
N (-1.781, -0.921, -0.299)  -0.03
H (-6.751, -1.272, -4.946)  0.09
H (-5.487, -0.021, -3.238)  0.11
H (-2.011, -2.357, -4.088)  0.13
H (-3.267, -3.616, -5.806)  0.09
H (-4.437, -2.637, -1.231)  0.11
H (-2.962, -3.838, 0.658)  0.11
H (-1.015, -3.315, 3.401)  0.11
H (-1.393, -5.638, 4.182)  0.09
H (-0.201, -7.108, 0.335)  0.09
H (0.169, -4.784, -0.429)  0.13
H (4.773, 2.055, 3.209)  0.09
H (7.158, 2.086, 3.806)  0.09
H (7.922, -0.966, 0.900)  0.09
H (5.546, -0.957, 0.269)  0.11
H (2.819, 2.970, 3.452)  0.09
H (0.258, 2.039, 2.627)  0.12
H (0.993, 1.174, -4.445)  0.12
H (-1.502, 0.465, -5.027)  0.11
H (3.301, 2.769, -1.207)  0.11
H (5.575, 2.691, -2.169)  0.09
H (4.722, -1.157, -3.855)  0.09
H (2.450, -1.070, -2.873)  0.12
H (4.165, -2.327, 1.581)  0.11
H (1.992, -3.778, 1.480)  0.12
C (-4.911, 2.064, 1.461)  -0.03
C (-3.476, 1.648, 1.363)  -0.31
N (-2.660, 2.121, 0.368)  -0.11
N (-3.246, 2.978, -0.554)  -0.01
C (-2.566, 3.814, -1.352)  -0.86
N (-3.351, 4.462, -2.259)  0.08
S (-0.935, 4.137, -1.235)  0.71
C (-2.841, 0.824, 2.304)  -0.25
C (-3.443, 0.299, 3.484)  -0.03
C (-2.675, -0.334, 4.410)  -0.08
C (-1.280, -0.481, 4.189)  -0.08
C (-0.763, -0.056, 3.001)  -0.16
N (-1.499, 0.563, 2.039)  -0.05
H (-5.526, 1.608, 0.676)  0.09
H (-5.336, 1.771, 2.414)  0.07
H (-5.008, 3.150, 1.379)  0.08
H (-4.226, 2.845, -0.731)  0.13
H (-4.248, 4.087, -2.522)  0.10
H (-2.853, 4.977, -2.962)  0.08
H (-4.507, 0.398, 3.643)  0.10
H (-3.127, -0.722, 5.315)  0.10
H (-0.635, -0.949, 4.922)  0.10
H (0.283, -0.222, 2.769)  0.11
S (-1.271, 5.696, 1.401)  1.06
C (0.335, 5.974, 0.860)  -0.38
C (1.085, 4.878, 1.062)  -0.15
N (0.377, 3.858, 1.651)  -0.08
C (-0.880, 4.130, 1.857)  -0.39
H (0.618, 6.908, 0.403)  0.09
H (2.135, 4.736, 0.849)  0.14
H (-1.569, 3.420, 2.302)  0.11

Record 8
# C11H14N2

A cluster of 2 separate species, C11H14N2 in total in a non-equilibrium geometry (the ωB97M-V functional and the def2-TZVPD basis, the Open Molecules 2025 dataset).

E_HOMO	-8.227	eV
energy above the lowest of the compared OMol25 structures with the same formula, charge and spin	41.7	kcal per mole
Kohn-Sham gap	8.9645	eV
net charge	0
max |F|	2.826	eV/A

Last column: Löwdin charge in e.
CARTESIAN COORDINATES (ANGSTROEM)
C (2.167, -2.864, -1.064)  -0.06
C (0.755, -0.091, -2.679)  -0.15
C (1.486, -1.569, -1.270)  -0.36
C (0.413, -1.001, -0.659)  -0.11
N (1.650, -1.031, -2.535)  0.07
N (-0.186, -0.179, -1.596)  0.08
H (0.502, 0.560, -3.525)  0.11
H (-0.707, 0.620, -1.254)  0.08
H (0.267, -1.226, 0.385)  0.10
H (2.301, -3.407, -1.980)  0.07
H (1.707, -3.418, -0.256)  0.07
H (3.157, -2.714, -0.598)  0.08
C (1.158, 0.958, 1.968)  -0.04
C (-0.243, 1.106, 1.458)  -0.32
C (-0.637, 2.217, 0.713)  -0.06
C (-1.236, 0.171, 1.864)  -0.05
C (-1.884, 2.187, 0.069)  -0.11
C (-2.260, 0.026, 0.957)  -0.11
C (-2.727, 1.055, 0.120)  -0.08
H (1.659, 0.128, 1.429)  0.08
H (1.049, 0.574, 3.013)  0.10
H (0.050, 3.005, 0.440)  0.11
H (-1.053, -0.339, 2.794)  0.11
H (-2.327, 3.040, -0.413)  0.10
H (-2.962, -0.749, 1.171)  0.10
H (-3.720, 1.005, -0.319)  0.11
H (1.624, 1.936, 1.766)  0.09

Record 9
# C23H42N3OP2Pr

A structure of composition C23H42N3OP2Pr in a non-equilibrium geometry (the ωB97M-V functional and the def2-TZVPD basis, the Open Molecules 2025 dataset).

multiplicity	3
E_HOMO (spin up / spin down)	-14.607 / -14.554	eV
Kohn-Sham gap (spin up / spin down)	8.2158 / 8.2640	eV
net charge	+2
<S²>	2.01
max |F|	3.956	eV/A

Last column: Löwdin charge in e.
CARTESIAN COORDINATES (ANGSTROEM)
Pr (-0.984, 0.001, -0.320)  0.72
P (-0.155, -2.659, -0.873)  0.93
P (-0.160, 2.711, -0.539)  0.93
N (1.580, 0.076, -1.432)  -0.16
C (1.479, -2.426, -1.683)  -0.31
H (2.083, -3.326, -1.462)  0.10
H (1.248, -2.494, -2.748)  0.09
C (2.388, -1.203, -1.450)  -0.22
H (3.008, -1.238, -0.543)  0.12
H (3.102, -1.155, -2.296)  0.14
C (2.387, 1.351, -1.300)  -0.22
H (3.098, 1.410, -2.150)  0.14
H (3.019, 1.280, -0.400)  0.12
C (1.477, 2.588, -1.373)  -0.31
H (1.239, 2.784, -2.423)  0.09
H (2.077, 3.464, -1.050)  0.10
C (0.174, 3.701, 0.997)  -0.54
C (-0.947, 3.574, 2.043)  -0.10
H (-0.667, 4.175, 2.921)  0.10
H (-1.090, 2.541, 2.388)  0.05
H (-1.907, 3.955, 1.665)  0.07
C (-1.240, 3.756, -1.669)  -0.52
C (-2.630, 4.048, -1.086)  -0.10
H (-3.254, 4.517, -1.864)  0.10
H (-2.585, 4.758, -0.241)  0.08
H (-3.147, 3.134, -0.761)  0.07
C (-1.235, -3.548, -2.129)  -0.52
C (-2.625, -3.913, -1.587)  -0.10
H (-3.246, -4.286, -2.417)  0.10
H (-3.144, -3.046, -1.155)  0.07
H (-2.577, -4.720, -0.834)  0.08
C (0.175, -3.839, 0.522)  -0.54
C (-0.937, -3.829, 1.585)  -0.10
H (-0.662, -4.536, 2.379)  0.10
H (-1.905, -4.150, 1.168)  0.07
H (-1.067, -2.845, 2.055)  0.05
C (-3.890, -0.043, 0.589)  0.02
C (-0.572, 5.040, -2.183)  -0.10
H (-0.542, 5.818, -1.415)  0.06
H (0.440, 4.875, -2.557)  0.07
H (-1.174, 5.441, -3.013)  0.10
C (-0.567, -4.756, -2.802)  -0.10
H (-1.169, -5.047, -3.677)  0.10
H (0.446, -4.546, -3.150)  0.07
H (-0.539, -5.626, -2.140)  0.06
C (0.527, -5.267, 0.109)  -0.10
H (0.945, -5.785, 0.982)  0.10
H (-0.366, -5.829, -0.194)  0.08
H (1.280, -5.317, -0.693)  0.08
C (0.543, 5.164, 0.764)  -0.10
H (-0.344, 5.770, 0.532)  0.08
H (0.964, 5.567, 1.695)  0.10
H (1.297, 5.305, -0.025)  0.08
H (1.064, 3.180, 1.404)  0.11
H (1.075, -3.384, 0.984)  0.11
H (-1.372, 3.065, -2.526)  0.11
H (-1.366, -2.751, -2.888)  0.10
O (-4.997, -0.056, 0.901)  0.12
H (1.303, 0.129, -2.418)  0.12
H (-2.284, 0.065, -1.953)  -0.16
N (4.974, -0.019, 3.534)  0.20
C (3.803, -0.062, 3.474)  -0.14
C (2.347, -0.106, 3.384)  -0.17
C (1.571, -0.180, 4.546)  0.04
C (0.181, -0.216, 4.439)  0.00
C (-0.390, -0.175, 3.168)  -0.13
N (0.352, -0.102, 2.042)  -0.04
C (1.718, -0.067, 2.132)  -0.04
H (2.071, -0.207, 5.503)  0.14
H (-0.471, -0.272, 5.303)  0.13
H (-1.485, -0.203, 3.013)  0.12
H (2.258, -0.011, 1.198)  0.09

Repeat the fourth record exactly.
# C3H3P3

The molecule C3H3P3 in a non-equilibrium geometry (the ωB97M-V functional and the def2-TZVPD basis, the Open Molecules 2025 dataset).

E_HOMO (spin up / spin down)	-8.486 / -8.819	eV
energy above the lowest of the compared OMol25 structures with the same formula, charge and spin	103.3	kcal per mole
Kohn-Sham gap (spin up / spin down)	6.6329 / 6.7184	eV
net charge	0
max |F|	2.560	eV/A

Last column: Löwdin charge in e.
CARTESIAN COORDINATES (ANGSTROEM)
C (-0.064, -0.159, -0.405)  -0.64
C (1.296, -0.210, -0.068)  -0.72
C (0.637, -1.343, -0.652)  0.01
P (-1.441, 0.995, -0.398)  0.51
P (2.694, 0.466, 0.628)  0.84
P (-2.601, -0.338, 0.808)  0.47
H (-1.974, 0.525, -1.609)  -0.11
H (3.550, -0.164, -0.294)  -0.14
H (-2.096, 0.228, 1.990)  -0.22

Question: Which value of net charge does entry 8 give?
Answer: 0